# 1
# C6H10O2

A single C6H10O2 molecule at a distorted geometry (the ωB97M-V functional and the def2-TZVPD basis, the Open Molecules 2025 dataset).

Each atom is followed by the atoms it is bonded to, with distances in Å.
Positions of all 18 atoms, in Å:
1 O 1.5812 -2.3223 -0.8640  C8 1.210
2 O 2.1066 -0.7086 1.6439  C6 1.400, H9 1.004
3 C -0.7326 1.9521 -0.1743  C5 1.568, H12 1.034, H13 1.150, H15 1.121
4 C -2.0413 -0.2739 -0.1330  C5 1.532, H14 1.104, H16 1.083, H17 1.078
5 C -0.6743 0.3918 -0.3221  C3 1.568, C4 1.532, C7 1.366
6 C 1.7835 0.0075 0.4852  O2 1.400, C7 1.520, H10 1.099, H18 1.116
7 C 0.4381 -0.3720 -0.1114  C5 1.366, C6 1.520, C8 1.446
8 C 0.5611 -1.7096 -0.6461  O1 1.210, C7 1.446, H11 1.071
9 H 2.4029 -1.5945 1.2763  O2 1.004
10 H 2.6099 -0.0379 -0.2374  C6 1.099
11 H -0.3440 -2.1814 -0.9716  C8 1.071
12 H -0.9350 2.2932 0.7807  C3 1.034
13 H -1.4480 2.4452 -0.9272  C3 1.150
14 H -1.9631 -1.2687 0.3390  C4 1.104
15 H 0.2802 2.3570 -0.4320  C3 1.121
16 H -2.6605 0.3066 0.5390  C4 1.083
17 H -2.5856 -0.3457 -1.0611  C4 1.078
18 H 1.6207 1.0611 0.8160  C6 1.116

* SMILES string: CC(C)=C(C=O)CO
* total energy: -385.03008 a.u.
* energy relative to the best compared isomer or geometry (same formula, charge and spin): 45.4 kcal per mole

# 2
# C6H10O2

A single C6H10O2 molecule at a distorted geometry (the ωB97M-V functional and the def2-TZVPD basis, the Open Molecules 2025 dataset).

Each atom is followed by the atoms it is bonded to, with distances in Å.
Positions of all 18 atoms, in Å:
1 O -1.9948 0.7677 0.0188  C3 1.436, C7 1.385
2 O -1.2265 -1.1595 -1.2942  C3 1.481, C5 1.428
3 C -2.3511 -0.2820 -0.8941  O1 1.436, O2 1.481, H9 1.113, H15 1.064
4 C 0.7377 0.1247 0.2614  C5 1.505, C6 1.540, C7 1.553, C8 1.467
5 C -0.2171 -0.2586 -0.8374  O2 1.428, C4 1.505, C7 1.529, H13 1.071
6 C 1.3463 -0.8305 1.3048  C4 1.540, H10 1.150, H12 1.071, H17 1.120
7 C -0.7939 0.2557 0.4825  O1 1.385, C4 1.553, C5 1.529, H16 1.046
8 C 1.6518 1.2005 -0.1390  C4 1.467, H11 1.075, H14 1.056, H18 1.093
9 H -2.9795 -1.0064 -0.3284  C3 1.113
10 H 0.7786 -1.8206 1.1673  C6 1.150
11 H 2.5266 0.8846 -0.6779  C8 1.075
12 H 2.3687 -1.0809 1.1071  C6 1.071
13 H -0.2560 0.6345 -1.4278  C5 1.071
14 H 2.0650 1.7752 0.6443  C8 1.056
15 H -2.7551 0.1746 -1.7657  C3 1.064
16 H -1.0448 -0.6922 0.8480  C7 1.046
17 H 0.9530 -0.6236 2.3327  C6 1.120
18 H 1.1911 1.9367 -0.8026  C8 1.093

* SMILES string: CC1(C)[C@H]2OCO[C@@H]21
* total energy: -384.88899 a.u.
* energy relative to the best compared isomer or geometry (same formula, charge and spin): 133.9 kcal per mole